No. 1
The following is a DFT calculation (ωB97M-V/def2-TZVPD) of a cluster of 3 separate species, C24H41N4 in total at a distorted geometry.

Calculated values
largest force on an atom: 4.72 eV/Å
energy above the lowest of the compared OMol25 structures with the same formula, charge and spin: 143.9 kcal/mol
E_tot: -1157.64057 Eh
total charge: +1

Each line ends with the Löwdin charge.
CARTESIAN COORDINATES (ANGSTROEM)
1 C 4.61390 -1.26228 2.19819  -0.12
2 C 4.67818 -1.46808 0.60236  -0.26
3 C 5.78690 -0.58600 -0.16035  -0.22
4 C 5.85563 0.95395 0.27945  -0.22
5 C 4.60744 1.82687 -0.25636  -0.21
6 C 4.51911 3.30513 0.36199  -0.19
7 C 3.88865 3.38788 1.83804  -0.20
8 C 2.32275 3.85910 1.84752  -0.15
9 C 1.49567 2.66267 1.17959  -0.12
10 C 0.48528 2.80703 0.00164  0.07
11 C -0.18777 1.49810 -0.54183  0.06
12 N 0.09875 0.17738 0.01503  -0.07
13 C -0.55700 -1.04903 -0.59456  -0.08
14 C -0.93559 -2.16555 0.49148  -0.33
15 C 0.06176 -3.37849 0.91645  -0.05
16 N -2.12421 -2.03122 1.07499  0.12
17 C 0.98964 -0.00246 1.13175  0.03
18 C 1.72512 1.22604 1.76242  0.04
19 H 4.84859 -2.27618 2.70918  0.08
20 H 5.36558 -0.51737 2.62270  0.07
21 H 3.51939 -1.03222 2.46782  0.04
22 H 4.97520 -2.57605 0.43048  0.11
23 H 3.63655 -1.36434 0.10412  0.09
24 H 6.79516 -1.13611 -0.11485  0.12
25 H 5.48655 -0.59092 -1.28190  0.12
26 H 6.06278 1.10756 1.41030  0.10
27 H 6.79201 1.39763 -0.24404  0.12
28 H 3.65547 1.20173 -0.15940  0.09
29 H 4.78914 1.96245 -1.39443  0.12
30 H 5.58980 3.72353 0.43576  0.12
31 H 3.92553 3.96064 -0.37152  0.11
32 H 4.07099 2.45259 2.47188  0.10
33 H 4.44635 4.24890 2.38018  0.12
34 H 2.22831 4.78438 1.16781  0.12
35 H 1.95181 4.09139 2.91663  0.13
36 H 0.26534 3.84014 -0.42881  0.11
37 H -0.92568 1.62306 -1.41447  0.05
38 H 0.20064 -1.43553 -1.38279  0.15
39 H -1.46691 -0.68992 -1.21330  0.14
40 H 0.51321 -3.05609 1.93655  0.08
41 H 0.96076 -3.47364 0.20393  0.09
42 H -0.49384 -4.36020 1.09056  0.09
43 H -2.14294 -2.82731 1.74743  0.06
44 H 1.24726 -1.02252 1.60366  0.12
45 H 2.44555 1.09078 2.63998  0.11
46 C -6.85647 -5.57617 -0.08664  -0.11
47 C -5.98491 -4.43354 0.42083  -0.27
48 C -4.83453 -4.08837 -0.52615  -0.20
49 C -3.87684 -5.18983 -0.66360  -0.24
50 N -3.12960 -6.05891 -0.77464  0.14
51 H -6.28797 -6.50548 -0.17483  0.07
52 H -7.68143 -5.75687 0.60664  0.08
53 H -7.28169 -5.33888 -1.06567  0.08
54 H -5.59325 -4.69284 1.41050  0.11
55 H -6.61197 -3.54625 0.54863  0.11
56 H -4.30970 -3.20870 -0.13947  0.09
57 H -5.22995 -3.81495 -1.50902  0.12
58 C -5.24363 2.54409 -2.46026  -0.11
59 C -4.37878 3.69591 -1.96179  -0.26
60 C -3.23277 4.04353 -2.91385  -0.18
61 C -2.26917 2.94720 -3.04686  -0.18
62 N -1.51862 2.07887 -3.15604  0.15
63 H -4.66895 1.61784 -2.54421  0.07
64 H -6.06555 2.36207 -1.76396  0.08
65 H -5.67274 2.77235 -3.43952  0.08
66 H -3.98297 3.44544 -0.97126  0.11
67 H -5.01130 4.57937 -1.83797  0.11
68 H -2.71274 4.92871 -2.53439  0.12
69 H -3.63124 4.30802 -3.89775  0.13

---

No. 2
The following is a DFT calculation (ωB97M-V/def2-TZVPD) of a cluster of 13 separate species, C48H78O35S2 in total at a distorted geometry.

Calculated values
largest force on an atom: 7.36 eV/Å
energy above the lowest of the compared OMol25 structures with the same formula, charge and spin: 211.7 kcal/mol
E_tot: -5305.41832 Eh

Each line ends with the Löwdin charge.
CARTESIAN COORDINATES (ANGSTROEM)
1 C -0.89558 7.03808 3.59352  -0.03
2 C -1.02192 7.02379 2.09598  -0.25
3 C -2.44713 7.27357 1.62921  -0.15
4 O -2.33177 8.24907 0.68980  0.08
5 C -1.08818 8.72790 0.55928  -0.59
6 O -0.72601 9.59383 -0.21838  0.13
7 O -0.34192 8.19294 1.47234  0.11
8 H -1.56039 6.24852 3.94384  0.08
9 H -1.34291 7.85307 4.16254  0.09
10 H 0.12205 6.79126 3.89618  0.09
11 H -0.66881 6.07142 1.70052  0.15
12 H -3.17806 7.44904 2.41855  0.14
13 H -2.74228 6.43131 1.00345  0.14
14 C 7.56848 4.15355 5.62943  -0.01
15 C 6.75615 2.91546 5.06200  -0.27
16 C 5.74453 2.30247 6.04367  -0.09
17 O 4.53758 2.46088 5.33993  0.09
18 C 4.71209 3.09804 4.19705  -0.53
19 O 3.82092 3.34793 3.34914  0.08
20 O 5.96418 3.54516 4.05673  0.08
21 H 8.32575 3.77156 6.31408  0.08
22 H 6.85438 4.80022 6.13931  0.08
23 H 8.07312 4.66459 4.80950  0.08
24 H 7.44202 2.15653 4.68554  0.15
25 H 5.69202 2.75779 7.03262  0.13
26 H 6.04170 1.25979 6.15592  0.13
27 C -7.01134 -1.62024 7.96115  0.00
28 C -5.88747 -1.37559 6.89158  -0.30
29 C -5.09076 -2.60584 6.54925  -0.10
30 O -5.07313 -2.66585 5.14126  0.14
31 C -5.92324 -1.81286 4.74237  -0.66
32 O -6.37453 -1.84234 3.62923  0.15
33 O -6.47732 -1.06312 5.67131  0.12
34 H -6.63681 -1.77037 8.97370  0.08
35 H -7.57762 -2.54240 7.83054  0.08
36 H -7.75043 -0.82500 8.05841  0.08
37 H -5.08852 -0.68625 7.16467  0.15
38 H -5.51879 -3.55173 6.88118  0.13
39 H -4.10293 -2.69113 7.00201  0.14
40 C -1.99404 -6.97892 0.61961  -0.02
41 C -1.56768 -8.24951 -0.16646  -0.27
42 C -2.04820 -9.52365 0.44692  -0.11
43 O -2.56729 -10.23602 -0.64038  0.10
44 C -2.51178 -9.54219 -1.72563  -0.56
45 O -2.83467 -10.10378 -2.82920  0.07
46 O -2.17293 -8.29135 -1.49661  0.12
47 H -1.94753 -6.06149 0.03289  0.08
48 H -1.42760 -6.70853 1.51076  0.08
49 H -3.03544 -7.01800 0.93908  0.08
50 H -0.48038 -8.24498 -0.08999  0.15
51 H -2.94484 -9.39426 1.05305  0.14
52 H -1.29037 -10.02630 1.04786  0.14
53 C -3.19196 -2.47574 -3.70831  -0.01
54 C -3.79818 -1.60447 -4.84373  -0.32
55 C -3.49092 -2.04457 -6.23154  -0.08
56 O -4.75590 -2.67774 -6.61564  0.06
57 C -5.75546 -2.15807 -5.82945  -0.56
58 O -6.93868 -2.20140 -6.05133  0.15
59 O -5.21523 -1.52288 -4.81238  0.11
60 H -3.29799 -2.05381 -2.70889  0.08
61 H -2.13775 -2.54713 -3.97597  0.08
62 H -3.65035 -3.45429 -3.56540  0.09
63 H -3.30869 -0.64099 -4.70159  0.15
64 H -2.71593 -2.81040 -6.20010  0.13
65 H -3.08509 -1.27314 -6.88598  0.13
66 C -5.70256 2.00316 -0.79389  -0.02
67 C -6.75628 2.57703 0.18314  -0.27
68 C -7.29081 3.96216 -0.21190  -0.12
69 O -8.63795 3.74882 -0.47565  0.09
70 C -8.90492 2.45175 -0.44286  -0.53
71 O -10.07364 2.06063 -0.60354  0.11
72 O -7.82308 1.69887 -0.17892  0.07
73 H -5.95427 2.23910 -1.82786  0.09
74 H -5.67114 0.91475 -0.74397  0.09
75 H -4.73976 2.45558 -0.55636  0.08
76 H -6.59084 2.44330 1.25217  0.16
77 H -6.69660 4.44611 -0.98703  0.13
78 H -7.21567 4.63466 0.64262  0.13
79 C 1.75275 -5.73411 -4.39602  0.00
80 C 1.61276 -6.12957 -5.86542  -0.34
81 C 1.85917 -5.03631 -6.83053  -0.12
82 O 2.82285 -5.53577 -7.72795  0.08
83 C 3.15311 -6.79563 -7.35357  -0.53
84 O 3.92542 -7.51866 -7.98925  0.12
85 O 2.50261 -7.13712 -6.25951  0.12
86 H 2.55980 -5.03717 -4.17007  0.08
87 H 1.87019 -6.58774 -3.72847  0.09
88 H 0.84172 -5.21199 -4.10356  0.08
89 H 0.61020 -6.51694 -6.04694  0.16
90 H 2.30484 -4.09228 -6.51705  0.14
91 H 0.90353 -4.85970 -7.32414  0.13
92 C 3.29442 4.67752 -1.99275  -0.02
93 C 4.75458 4.59848 -2.34517  -0.31
94 C 5.66597 5.49843 -1.53375  -0.11
95 O 6.27932 4.63565 -0.62970  0.08
96 C 6.14922 3.39182 -1.10634  -0.53
97 O 6.80838 2.41043 -0.63171  0.07
98 O 5.17953 3.29293 -1.96870  0.11
99 H 3.15136 4.83757 -0.92409  0.09
100 H 2.68257 3.83465 -2.31417  0.09
101 H 2.99873 5.59368 -2.50397  0.09
102 H 4.81953 4.81788 -3.41089  0.15
103 H 5.29884 6.36212 -0.97936  0.15
104 H 6.43953 5.89747 -2.18985  0.13
105 C 6.10986 -7.34714 2.41904  -0.01
106 C 5.09727 -6.18910 2.27185  -0.28
107 C 4.22568 -5.76459 3.48861  -0.08
108 O 4.51635 -4.38626 3.66824  0.07
109 C 5.33330 -3.94861 2.68673  -0.55
110 O 5.92321 -2.85513 2.58642  0.11
111 O 5.83266 -4.99071 2.11524  0.08
112 H 6.92137 -7.09308 1.73713  0.09
113 H 5.69867 -8.35008 2.30443  0.09
114 H 6.68522 -7.30595 3.34390  0.08
115 H 4.42130 -6.34434 1.43099  0.15
116 H 4.53228 -6.28942 4.39341  0.13
117 H 3.19118 -5.99235 3.23162  0.13
118 C 3.62371 -0.79882 -4.48212  -0.01
119 C 5.12729 -1.06454 -4.83198  -0.27
120 C 5.90536 -1.88864 -3.80788  -0.10
121 O 6.65066 -2.80014 -4.57899  0.08
122 C 6.18080 -2.84983 -5.82644  -0.57
123 O 6.66857 -3.55152 -6.69667  0.14
124 O 5.15760 -2.01565 -5.90149  0.07
125 H 3.06582 -1.70044 -4.22923  0.08
126 H 3.09193 -0.34384 -5.31777  0.08
127 H 3.49215 -0.00926 -3.74227  0.08
128 H 5.70777 -0.16913 -5.05422  0.15
129 H 5.14801 -2.31108 -3.14754  0.13
130 H 6.63839 -1.28945 -3.26773  0.14
131 C -1.87704 8.95249 -5.08041  -0.02
132 C -2.49843 7.54001 -5.33474  -0.27
133 C -1.62311 6.76399 -6.33362  -0.10
134 O -1.61891 5.47583 -5.78305  0.09
135 C -1.99060 5.50408 -4.52788  -0.57
136 O -1.93087 4.56680 -3.71109  0.09
137 O -2.34033 6.72403 -4.16771  0.10
138 H -2.02683 9.54566 -5.98252  0.08
139 H -0.81568 9.11675 -4.89426  0.09
140 H -2.44788 9.41975 -4.27797  0.08
141 H -3.52485 7.61487 -5.69387  0.15
142 H -0.65698 7.26864 -6.33124  0.13
143 H -1.94595 6.69162 -7.37220  0.14
144 C -0.27065 0.14367 -0.03280  -0.25
145 S 0.75911 -1.27201 0.56172  0.84
146 O 0.30299 -2.55642 -0.16117  -0.60
147 C -0.01060 -1.40076 2.15779  -0.29
148 H -0.00475 0.20511 -1.08808  0.04
149 H 0.06614 1.06065 0.45074  0.05
150 H -1.31103 -0.18090 -0.01324  0.05
151 H -1.06787 -1.16795 2.28459  0.06
152 H 0.48463 -0.71794 2.84815  0.05
153 H 0.11998 -2.44587 2.43849  0.05
154 C -1.72985 1.28705 8.97282  -0.24
155 S -0.60315 0.96163 7.51490  0.83
156 O -1.05473 -0.30993 6.80173  -0.59
157 C -1.06005 2.33729 6.43082  -0.28
158 H -2.57239 1.90400 8.66039  0.04
159 H -1.14218 1.86837 9.68332  0.04
160 H -2.05754 0.36660 9.45603  0.05
161 H -0.50115 3.21223 6.76280  0.05
162 H -2.13077 2.48592 6.29094  0.05
163 H -0.68078 2.11088 5.43434  0.05

---

No. 3
The following is a DFT calculation (ωB97M-V/def2-TZVPD) of a cluster of 2 separate species, C3H10OS in total at a distorted geometry.

Calculated values
SMILES: CCSC.O
largest force on an atom: 1.13 eV/Å
energy above the lowest of the compared OMol25 structures with the same formula, charge and spin: 3.8 kcal/mol
E_tot: -593.71100 Eh

Each line ends with the Löwdin charge.
CARTESIAN COORDINATES (ANGSTROEM)
1 C -0.01947 -0.08040 0.72028  -0.18
2 C -0.62647 0.72706 -0.39693  -0.59
3 S -2.39250 0.47587 -0.63988  0.78
4 C -2.42267 -1.23063 -1.21902  -0.43
5 H -0.56827 0.00506 1.64673  0.07
6 H 1.02845 0.20836 0.84874  0.06
7 H 0.06510 -1.15573 0.54091  0.07
8 H -0.09978 0.55225 -1.34085  0.07
9 H -0.57412 1.77187 -0.12471  0.06
10 H -3.36769 -1.37425 -1.76024  0.03
11 H -1.57229 -1.41190 -1.86139  0.03
12 H -2.40510 -1.96643 -0.40651  0.03
13 H 4.16788 0.99670 2.11426  0.03
14 H 4.37111 0.96930 0.53973  0.03
15 O 4.41583 1.51287 1.33889  -0.07

---

No. 4
The following is a DFT calculation (ωB97M-V/def2-TZVPD) of a structure of composition C28H35FN3O4SiZn at a distorted geometry.

Calculated values
largest force on an atom: 2.60 eV/Å
E_tot: -3721.94380 Eh
total charge: -1

Each line ends with the Löwdin charge.
CARTESIAN COORDINATES (ANGSTROEM)
1 Zn 0.60868 0.24434 0.30209  0.73
2 O 0.69400 -1.46708 1.62649  -0.02
3 C 1.63459 -1.70668 2.39181  -0.15
4 C 2.78045 -0.86891 2.62974  -0.11
5 C 3.59236 -1.16839 3.72934  0.05
6 C 4.72207 -0.41542 4.03000  -0.17
7 C 5.17806 0.58689 3.15419  0.01
8 C 4.40891 0.82044 2.06079  0.00
9 C 3.18242 0.19286 1.74160  -0.34
10 O 2.52916 0.55795 0.71361  -0.09
11 N 5.34669 -0.61170 5.30434  -0.38
12 O 5.17033 -1.63183 5.97343  0.04
13 O 6.05081 0.28538 5.68621  0.06
14 H 1.50322 -2.57629 3.13584  0.15
15 H 3.36609 -2.00254 4.40451  0.13
16 H 6.03455 1.19945 3.38186  0.12
17 H 4.68611 1.55457 1.32268  0.12
18 C -1.10865 1.20020 -3.53362  -0.17
19 Si 0.53806 0.36503 -2.97469  0.38
20 C 1.83337 1.68916 -2.71621  -0.18
21 C 1.11229 -0.57532 -4.48143  -0.17
22 N 0.31990 -0.60732 -1.56527  -0.11
23 C 0.52612 -1.95571 -1.64748  -0.36
24 C -0.43366 -2.89418 -2.04739  -0.04
25 C -0.15868 -4.24412 -2.15081  -0.13
26 C 1.07755 -4.74150 -1.84912  -0.13
27 C 2.05316 -3.82685 -1.49862  -0.05
28 C 1.75616 -2.51770 -1.30350  -0.25
29 F 2.73242 -1.68790 -0.82943  0.04
30 H -1.03397 1.81140 -4.49483  0.04
31 H -1.52859 1.77539 -2.72697  -0.02
32 H -1.86336 0.45131 -3.76765  0.01
33 H 1.97794 2.33936 -3.57804  0.03
34 H 2.75256 1.14611 -2.53063  0.03
35 H 1.73138 2.30784 -1.83903  0.00
36 H 1.40147 0.28442 -5.11869  0.03
37 H 0.35650 -1.11817 -4.95795  0.00
38 H 1.99396 -1.24331 -4.43911  0.04
39 H -1.38045 -2.48568 -2.32149  0.10
40 H -0.98542 -4.88753 -2.52572  0.11
41 H 1.30380 -5.82588 -1.91788  0.10
42 H 3.10868 -4.16589 -1.39960  0.12
43 C -5.73252 1.25475 -0.82270  -0.07
44 C -4.51331 0.59186 -0.24513  -0.31
45 C -4.57657 -0.73693 0.05175  -0.06
46 C -3.45244 -1.44376 0.52508  -0.26
47 C -3.50783 -2.92994 0.87578  -0.04
48 C -2.31564 -0.70285 0.72567  -0.02
49 C -2.22449 0.67288 0.42453  -0.29
50 C -3.36052 1.36229 -0.07208  -0.01
51 N -1.00343 1.24609 0.66385  -0.05
52 C -0.88493 2.70522 0.88743  -0.62
53 C 0.50252 2.92623 1.59659  -0.06
54 C -1.89687 3.21358 1.87527  -0.06
55 C -0.88372 3.55049 -0.37435  -0.05
56 H -6.44339 0.56829 -1.33101  0.08
57 H -5.42648 1.99282 -1.56663  0.07
58 H -6.30950 1.84449 -0.09467  0.07
59 H -5.49938 -1.31044 -0.08317  0.10
60 H -3.45940 -3.04379 1.96649  0.08
61 H -2.73426 -3.52053 0.49082  0.04
62 H -4.49320 -3.28288 0.54990  0.07
63 H -1.41069 -1.16060 1.20133  0.10
64 H -3.34301 2.39578 -0.40681  0.09
65 H 0.51270 2.37813 2.58483  0.10
66 H 0.73504 3.97574 1.73958  0.07
67 H 1.30460 2.56908 0.97950  0.04
68 H -1.72790 2.71489 2.81011  0.08
69 H -2.93013 2.99949 1.67766  0.06
70 H -1.79108 4.25524 2.07773  0.08
71 H -0.35644 3.07365 -1.23977  0.07
72 H -0.40553 4.47926 -0.15653  0.06
73 H -1.94325 3.77529 -0.68442  0.08